(1)
Here is a structure of composition C29H41N4O2SiSn from the OMol25 dataset. Energies are from the ωB97M-V functional and the def2-TZVPD basis.

largest force on an atom: 0.011 hartree/bohr
Kohn-Sham gap: 0.216 hartree
HOMO energy: -3.295 eV
electronic energy: -54503.326 eV
multiplicity: 1
charge: -1
energy relative to the best compared isomer or geometry (same formula, charge and spin): 0.332 eV

Cartesian coordinates (Å):
Sn: -0.571 0.468 -0.156
Si: 1.814 -0.501 0.186
O: -2.719 -0.179 -0.694
O: -1.282 -1.182 -1.806
N: -1.363 -1.824 1.134
N: -1.243 0.864 1.815
N: -0.296 2.331 -0.627
N: -2.494 -1.011 -1.595
C: 2.975 0.977 0.565
C: 1.800 -1.554 1.749
C: -3.911 -3.222 0.606
C: 0.007 4.610 -1.227
C: 2.352 1.731 1.753
C: -1.390 -3.257 0.843
C: -1.370 2.066 2.420
C: 4.379 0.525 0.991
C: -1.664 1.842 -3.243
C: -1.759 1.887 3.742
C: -0.555 5.462 -3.429
C: 3.788 -2.030 -1.215
C: 1.455 -2.873 -1.279
C: -2.756 -3.888 1.010
C: 3.111 1.942 -0.620
C: -1.059 3.154 -2.848
C: -1.556 -0.100 2.737
C: -5.257 -5.111 1.262
C: -1.080 4.216 -3.741
C: -0.025 5.637 -2.156
C: -2.872 -5.163 1.553
C: 0.533 4.868 0.156
C: 2.318 -1.603 -1.296
C: -4.113 -5.776 1.677
C: -1.876 0.498 3.946
C: 2.088 -0.879 -2.631
C: -0.470 3.300 -1.556
C: -5.150 -3.832 0.730
C: -1.567 -1.481 2.346
H: -2.399 1.512 -2.507
H: -4.184 -6.768 2.106
H: 2.351 1.125 2.663
H: 3.630 1.474 -1.461
H: -1.979 -5.683 1.884
H: -1.783 -2.217 3.129
H: -1.156 2.966 1.866
H: -1.933 2.670 4.463
H: -1.530 4.054 -4.718
H: 4.943 1.402 1.332
H: 2.413 -1.522 -3.459
H: 0.989 5.859 0.217
H: 4.464 -1.196 -1.409
H: 3.704 2.814 -0.315
H: 2.939 2.635 1.955
H: 1.730 -3.507 -2.132
H: -3.837 -2.217 0.208
H: -6.038 -3.302 0.408
H: 2.136 2.297 -0.964
H: 1.323 -1.004 2.565
H: 1.236 -2.478 1.610
H: 1.606 -3.460 -0.370
H: -0.273 4.821 0.895
H: 3.986 -2.795 -1.977
H: -2.162 1.922 -4.211
H: 2.647 0.055 -2.696
H: 0.373 6.607 -1.869
H: -0.911 1.052 -3.321
H: 1.034 -0.648 -2.792
H: -0.567 6.272 -4.147
H: 4.357 -0.189 1.819
H: 0.395 -2.640 -1.372
H: -0.679 -3.795 1.481
H: 2.816 -1.816 2.061
H: 1.326 2.043 1.548
H: -6.227 -5.584 1.358
H: 4.941 0.078 0.172
H: -2.163 -0.018 4.851
H: 1.267 4.120 0.455
H: 4.047 -2.458 -0.242
H: -1.057 -3.394 -0.187

Cartesian forces (eV/Å) of the 6 atoms listed first:
0.35 -0.06 -0.22
-0.10 -0.07 0.10
-0.04 0.32 0.03
-0.11 0.08 -0.20
0.18 -0.18 0.17
-0.23 0.01 0.12

---

(2)
Here is a structure of composition C29H42BN8O2Ti in a non-equilibrium geometry from the OMol25 dataset. Energies are from the ωB97M-V functional and the def2-TZVPD basis.

largest force on an atom: 0.040 hartree/bohr
Kohn-Sham gap (alpha / beta): 0.304 / 0.276 hartree
HOMO energy (alpha / beta): -12.664 / -13.728 eV
electronic energy: -70550.576 eV
multiplicity: 4
charge: +2
energy relative to the best compared isomer or geometry (same formula, charge and spin): 0.000 eV

Cartesian coordinates (Å):
Ti: -2.970 -4.060 15.985
O: -2.159 -5.136 14.324
O: -2.268 -6.102 16.790
N: -4.039 -1.579 17.338
N: -1.571 -1.319 16.663
N: -3.403 -1.211 14.907
N: -3.740 -2.487 14.537
N: -1.244 -2.635 16.384
N: -3.760 -2.790 17.783
N: -3.823 0.540 18.063
N: -3.202 0.519 16.879
C: -6.573 -4.492 18.328
C: -2.790 1.747 16.620
C: -4.262 -1.086 12.878
C: -1.899 -7.050 15.801
C: -0.464 -0.610 16.883
C: -3.624 -4.095 19.786
C: -6.418 -5.855 20.401
C: -3.745 -0.371 13.911
C: -2.384 -6.576 14.435
C: 0.749 -4.020 16.249
C: -2.083 -6.741 18.076
C: -5.994 -5.392 16.168
C: -3.149 2.564 17.673
C: -6.277 -5.714 18.900
C: -6.805 -2.990 16.316
C: -4.506 -0.740 18.418
C: -4.723 -3.686 12.629
C: -5.843 -6.774 18.122
C: -3.885 1.788 18.589
C: -6.480 -4.325 16.946
C: -4.228 -2.427 13.300
C: -3.856 -2.800 19.147
C: -4.573 2.129 19.849
C: 0.622 -1.461 16.702
C: -5.692 -6.642 16.745
C: 0.082 -2.705 16.405
C: -4.181 -1.564 19.639
C: -1.342 -4.761 13.177
C: -5.410 -7.784 15.827
B: -3.032 -0.940 16.347
H: -5.551 -0.455 18.296
H: 1.767 -3.908 15.858
H: -5.916 -5.241 15.114
H: -1.238 -7.443 17.947
H: -4.572 -4.493 13.358
H: -2.950 -7.307 18.450
H: -4.535 -0.641 11.922
H: -3.467 -6.763 14.257
H: 0.157 -4.656 15.620
H: -3.795 -4.825 18.993
H: -6.162 -8.596 15.960
H: -1.831 -7.120 13.699
H: -2.160 2.042 15.765
H: -4.136 1.647 20.734
H: -4.184 -3.860 11.692
H: -4.466 3.213 19.951
H: -6.194 -4.864 20.789
H: -0.828 -7.136 15.758
H: -4.481 -8.262 16.102
H: -7.761 -2.946 15.769
H: 1.657 -1.166 16.821
H: -6.961 -3.647 18.882
H: -0.410 -5.383 13.193
H: 0.801 -4.454 17.240
H: -4.291 -4.314 20.631
H: -2.592 -4.189 20.134
H: -6.874 -2.182 17.065
H: -3.595 0.707 13.922
H: -5.508 -7.695 18.612
H: -1.152 -3.722 13.296
H: -5.986 -2.728 15.632
H: -5.407 -7.548 14.770
H: -4.355 -1.398 20.691
H: -5.728 -3.670 12.292
H: -0.504 0.445 17.002
H: -5.782 -6.651 20.836
H: -2.331 -8.008 16.037
H: -7.452 -6.108 20.701
H: -1.897 -4.871 12.264
H: -1.851 -5.970 18.804
H: -5.673 1.904 19.815
H: -2.924 3.608 17.822

Cartesian forces (eV/Å) of the 6 atoms listed first:
0.06 0.17 0.39
0.25 -0.93 -0.29
-0.46 -0.26 0.61
-0.12 0.14 -0.53
-0.79 -1.54 -0.46
-0.57 0.15 -0.36

---

What did the first record say?
Here is a structure of composition C29H41N4O2SiSn from the OMol25 dataset. Energies are from the ωB97M-V functional and the def2-TZVPD basis.

largest force on an atom: 0.011 hartree/bohr
Kohn-Sham gap: 0.216 hartree
HOMO energy: -3.295 eV
electronic energy: -54503.326 eV
multiplicity: 1
charge: -1
energy relative to the best compared isomer or geometry (same formula, charge and spin): 0.332 eV

Cartesian coordinates (Å):
Sn: -0.571 0.468 -0.156
Si: 1.814 -0.501 0.186
O: -2.719 -0.179 -0.694
O: -1.282 -1.182 -1.806
N: -1.363 -1.824 1.134
N: -1.243 0.864 1.815
N: -0.296 2.331 -0.627
N: -2.494 -1.011 -1.595
C: 2.975 0.977 0.565
C: 1.800 -1.554 1.749
C: -3.911 -3.222 0.606
C: 0.007 4.610 -1.227
C: 2.352 1.731 1.753
C: -1.390 -3.257 0.843
C: -1.370 2.066 2.420
C: 4.379 0.525 0.991
C: -1.664 1.842 -3.243
C: -1.759 1.887 3.742
C: -0.555 5.462 -3.429
C: 3.788 -2.030 -1.215
C: 1.455 -2.873 -1.279
C: -2.756 -3.888 1.010
C: 3.111 1.942 -0.620
C: -1.059 3.154 -2.848
C: -1.556 -0.100 2.737
C: -5.257 -5.111 1.262
C: -1.080 4.216 -3.741
C: -0.025 5.637 -2.156
C: -2.872 -5.163 1.553
C: 0.533 4.868 0.156
C: 2.318 -1.603 -1.296
C: -4.113 -5.776 1.677
C: -1.876 0.498 3.946
C: 2.088 -0.879 -2.631
C: -0.470 3.300 -1.556
C: -5.150 -3.832 0.730
C: -1.567 -1.481 2.346
H: -2.399 1.512 -2.507
H: -4.184 -6.768 2.106
H: 2.351 1.125 2.663
H: 3.630 1.474 -1.461
H: -1.979 -5.683 1.884
H: -1.783 -2.217 3.129
H: -1.156 2.966 1.866
H: -1.933 2.670 4.463
H: -1.530 4.054 -4.718
H: 4.943 1.402 1.332
H: 2.413 -1.522 -3.459
H: 0.989 5.859 0.217
H: 4.464 -1.196 -1.409
H: 3.704 2.814 -0.315
H: 2.939 2.635 1.955
H: 1.730 -3.507 -2.132
H: -3.837 -2.217 0.208
H: -6.038 -3.302 0.408
H: 2.136 2.297 -0.964
H: 1.323 -1.004 2.565
H: 1.236 -2.478 1.610
H: 1.606 -3.460 -0.370
H: -0.273 4.821 0.895
H: 3.986 -2.795 -1.977
H: -2.162 1.922 -4.211
H: 2.647 0.055 -2.696
H: 0.373 6.607 -1.869
H: -0.911 1.052 -3.321
H: 1.034 -0.648 -2.792
H: -0.567 6.272 -4.147
H: 4.357 -0.189 1.819
H: 0.395 -2.640 -1.372
H: -0.679 -3.795 1.481
H: 2.816 -1.816 2.061
H: 1.326 2.043 1.548
H: -6.227 -5.584 1.358
H: 4.941 0.078 0.172
H: -2.163 -0.018 4.851
H: 1.267 4.120 0.455
H: 4.047 -2.458 -0.242
H: -1.057 -3.394 -0.187

Cartesian forces (eV/Å) of the 6 atoms listed first:
0.35 -0.06 -0.22
-0.10 -0.07 0.10
-0.04 0.32 0.03
-0.11 0.08 -0.20
0.18 -0.18 0.17
-0.23 0.01 0.12

---

Question: electronic energy of number 2 (C29H42BN8O2Ti)?
Answer: -70550.576 eV